Here is a 13-piece molecular cluster, H26O13 overall at a distorted geometry from the Open Molecules 2025 dataset. Energies are from ωB97M-V/def2-TZVPD.

Calculated values
Spin multiplicity: 1

Cartesian coordinates (Å):
O  -20.67  -19.89  3.26
H  -20.40  -19.85  2.35
H  -21.57  -19.64  3.33
O  -20.39  -15.79  7.09
H  -20.12  -15.01  6.42
H  -19.61  -16.19  7.46
O  -19.13  -20.59  5.48
H  -19.54  -20.58  4.59
H  -19.84  -20.10  5.96
O  -17.53  -19.19  7.23
H  -17.91  -19.12  8.23
H  -18.16  -19.54  6.58
O  -19.08  -15.14  2.64
H  -19.22  -14.20  2.45
H  -18.46  -15.18  3.31
O  -19.43  -17.49  4.74
H  -19.29  -18.40  4.27
H  -20.30  -17.34  5.12
O  -17.41  -15.26  5.20
H  -16.53  -15.28  4.95
H  -17.57  -15.75  6.03
O  -22.24  -17.10  5.43
H  -23.23  -17.03  5.63
H  -22.01  -16.43  6.07
O  -21.44  -19.57  6.78
H  -22.03  -20.00  7.36
H  -21.77  -18.92  6.17
O  -17.43  -18.76  1.54
H  -17.12  -18.54  0.59
H  -17.26  -18.13  2.15
O  -21.38  -16.55  2.05
H  -21.51  -17.33  2.59
H  -20.54  -16.07  2.15
O  -17.86  -16.61  7.77
H  -17.13  -16.64  8.37
H  -17.81  -17.51  7.19
O  -16.36  -17.40  3.62
H  -15.82  -16.76  3.12
H  -16.94  -16.84  4.04

---

Here is a 13-piece molecular cluster, H26O13 overall at a distorted geometry from the Open Molecules 2025 dataset. Energies are from ωB97M-V/def2-TZVPD.

Calculated values
Spin multiplicity: 1

Cartesian coordinates (Å):
O  -2.75  -0.17  1.23
H  -3.14  0.39  1.88
H  -1.83  -0.43  1.37
O  2.37  2.45  1.99
H  2.91  2.56  1.22
H  1.36  2.46  1.82
O  3.75  -2.22  -0.34
H  3.96  -3.02  -0.96
H  2.70  -2.15  -0.26
O  -0.96  4.03  -0.24
H  -1.33  3.17  -0.47
H  -0.49  4.24  -1.16
O  0.39  -0.02  -0.70
H  0.05  0.83  -0.17
H  0.67  -0.65  0.02
O  -1.22  -2.18  -1.96
H  -0.88  -1.39  -1.51
H  -0.78  -2.98  -1.63
O  -0.75  0.69  -3.30
H  -0.38  1.52  -3.42
H  -0.54  0.21  -4.09
O  1.80  0.22  -3.21
H  1.34  0.29  -2.36
H  2.07  1.13  -3.25
O  -2.00  1.56  -0.89
H  -2.19  1.14  -0.20
H  -1.68  1.15  -1.74
O  1.33  -1.78  1.52
H  1.73  -1.49  2.35
H  1.11  -2.64  1.90
O  -0.81  -2.95  0.90
H  -1.37  -3.02  1.71
H  -0.36  -3.85  0.83
O  -1.08  -0.70  2.63
H  -0.96  -0.48  3.59
H  -0.38  -1.30  2.45
O  -0.21  1.81  1.28
H  -0.95  2.37  1.24
H  -0.47  1.19  1.91

---

Here is a 13-piece molecular cluster, H26O13 overall at a distorted geometry from the Open Molecules 2025 dataset. Energies are from ωB97M-V/def2-TZVPD.

Calculated values
Spin multiplicity: 1

Cartesian coordinates (Å):
O  8.40  -17.39  -22.77
H  9.21  -17.03  -23.15
H  7.82  -16.70  -22.96
O  8.80  -16.18  -19.64
H  9.76  -16.00  -19.45
H  8.63  -16.84  -20.35
O  9.85  -13.93  -20.93
H  10.54  -13.88  -20.30
H  9.15  -14.41  -20.53
O  6.03  -18.32  -21.37
H  5.99  -19.19  -21.77
H  6.60  -17.82  -21.94
O  8.56  -13.73  -23.76
H  8.43  -13.31  -24.58
H  9.19  -14.46  -23.87
O  6.80  -13.69  -18.73
H  6.65  -14.58  -18.88
H  7.04  -13.35  -19.61
O  5.64  -13.49  -23.81
H  5.50  -12.58  -23.96
H  6.49  -13.56  -24.17
O  3.06  -17.69  -21.76
H  3.59  -17.41  -21.03
H  3.56  -17.56  -22.51
O  3.64  -15.51  -23.27
H  3.80  -15.53  -22.31
H  4.38  -15.02  -23.72
O  6.72  -15.26  -21.33
H  6.65  -14.48  -21.88
H  5.82  -15.43  -21.04
O  4.23  -15.25  -20.60
H  4.26  -14.32  -20.72
H  4.23  -15.34  -19.65
O  6.09  -16.63  -18.81
H  6.66  -16.71  -19.55
H  5.21  -16.77  -19.09
O  7.45  -12.11  -21.54
H  7.70  -12.55  -22.37
H  6.53  -11.85  -21.68

---

Here is a 13-piece molecular cluster, H26O13 overall at a distorted geometry from the Open Molecules 2025 dataset. Energies are from ωB97M-V/def2-TZVPD.

Calculated values
Spin multiplicity: 1

Cartesian coordinates (Å):
O  0.08  -0.19  -0.50
H  -0.10  0.71  -0.85
H  0.91  -0.35  -0.27
H  -0.60  -0.29  0.22
O  -1.54  -0.76  1.04
H  -2.11  -1.26  1.61
O  -1.90  -0.16  -2.58
H  -2.72  -0.15  -1.89
H  -2.07  0.79  -2.91
O  0.41  -1.66  2.72
H  0.57  -0.94  3.30
H  -0.19  -1.21  2.11
O  2.19  -0.49  0.62
H  3.08  -0.66  0.38
H  2.12  -1.11  1.31
O  1.61  2.20  0.61
H  0.97  2.25  1.19
H  2.05  1.31  0.74
O  2.45  0.18  -1.96
H  2.87  -0.01  -1.04
H  2.58  1.11  -2.01
O  -3.39  0.27  -0.06
H  -4.08  -0.38  -0.27
H  -2.71  -0.35  0.36
O  1.64  2.92  -1.84
H  0.73  2.89  -1.75
H  1.88  3.68  -1.13
O  -0.89  1.54  2.05
H  -0.38  1.20  2.78
H  -0.97  0.69  1.77
O  -0.94  2.36  -1.27
H  -1.67  2.66  -0.84
H  -1.40  2.36  -2.13
O  -0.80  -3.15  0.25
H  -1.28  -2.27  0.46
H  -0.65  -3.70  0.99
O  1.56  -2.98  -0.64
H  0.79  -3.10  0.10
H  1.90  -3.95  -0.67

---

Here is a 13-piece molecular cluster, H26O13 overall at a distorted geometry from the Open Molecules 2025 dataset. Energies are from ωB97M-V/def2-TZVPD.

Calculated values
Spin multiplicity: 1

Cartesian coordinates (Å):
O  -0.35  0.29  -2.67
H  -0.74  -0.47  -3.19
H  -0.01  -0.16  -1.87
O  0.43  -0.60  -0.18
H  0.53  0.37  0.04
H  -0.53  -0.68  -0.03
O  2.81  1.34  2.57
H  1.97  1.20  2.17
H  2.85  2.17  3.04
O  -1.16  -2.38  -2.80
H  -2.02  -2.60  -2.54
H  -0.55  -2.63  -2.08
O  0.59  -2.17  1.94
H  0.48  -1.42  1.31
H  0.72  -1.69  2.76
O  0.03  0.64  2.92
H  0.53  0.69  3.76
H  -0.37  1.52  2.82
O  -3.00  -3.35  0.21
H  -2.78  -2.39  0.32
H  -3.47  -3.51  1.03
O  1.62  3.84  0.92
H  0.95  3.20  0.69
H  1.23  4.36  1.63
O  2.77  -1.94  -1.34
H  2.41  -1.89  -2.20
H  2.20  -1.33  -0.88
O  0.01  1.93  -0.07
H  -0.97  1.99  -0.02
H  0.16  2.21  -0.94
O  3.26  0.80  -0.49
H  2.91  1.64  -0.18
H  3.36  0.98  -1.44
O  -3.17  0.16  -2.47
H  -2.97  0.99  -2.91
H  -2.38  -0.06  -1.95
O  -2.29  -0.60  0.47
H  -2.72  0.28  0.19
H  -2.35  -0.72  1.43

---

Here is H26O13 as an isolated structure at a distorted geometry from the Open Molecules 2025 dataset. Energies are from ωB97M-V/def2-TZVPD.

Calculated values
Spin multiplicity: 1

Cartesian coordinates (Å):
O  52.82  52.76  50.81
H  52.63  52.73  51.84
H  52.92  53.58  50.66
O  47.06  50.53  53.20
H  47.90  50.46  53.46
H  46.55  49.84  52.58
O  52.75  52.88  53.16
H  52.07  53.48  53.31
H  53.52  53.32  52.96
O  50.02  54.73  50.18
H  49.51  55.35  49.77
H  49.48  54.43  50.92
O  50.64  53.60  55.61
H  51.35  53.93  56.10
H  50.67  54.19  54.75
O  48.27  55.59  52.85
H  48.88  56.27  52.95
H  48.38  55.21  53.72
O  50.76  54.34  53.04
H  51.62  54.76  52.77
H  49.90  54.62  52.86
O  49.99  50.50  52.76
H  50.52  50.54  53.54
H  50.22  49.85  52.06
O  50.38  51.54  49.69
H  50.55  50.66  49.80
H  51.17  51.97  49.96
O  47.58  51.45  49.79
H  48.54  51.38  49.64
H  47.31  52.08  50.23
O  49.28  53.27  51.94
H  49.58  52.30  52.12
H  49.94  53.75  52.41
O  46.67  52.97  52.43
H  47.56  53.15  52.03
H  46.75  52.06  52.64
O  46.90  53.10  54.60
H  46.87  53.14  53.62
H  47.56  52.42  55.08

---

Here is a 13-piece molecular cluster, H26O13 overall from the Open Molecules 2025 dataset. Energies are from ωB97M-V/def2-TZVPD.

Calculated values
Spin multiplicity: 1

Cartesian coordinates (Å):
H  -0.20  -0.36  -0.19
H  -0.96  -0.30  1.13
H  -1.82  1.87  -0.27
H  -2.14  2.12  -1.73
H  0.81  2.16  2.66
H  1.88  1.96  3.72
H  -2.93  -2.96  -0.81
H  -2.65  -2.05  -2.00
H  3.03  0.35  1.11
H  4.42  -0.02  1.60
H  -3.63  0.30  -0.81
H  -4.15  0.86  -2.12
H  1.09  -1.07  0.73
H  2.35  -1.54  1.45
H  -1.17  4.10  2.17
H  -1.27  2.69  1.61
H  -1.71  -0.12  4.61
H  -0.79  1.08  4.78
H  3.28  -0.04  -2.09
H  3.50  -0.53  -3.51
H  -0.01  -2.55  -3.33
H  -0.77  -2.78  -2.04
H  -0.76  1.51  -2.65
H  -0.89  1.50  -4.17
H  2.60  -2.57  -0.05
H  3.73  -3.43  -0.59
O  -0.84  0.18  0.30
O  -2.55  2.06  -0.86
O  1.76  2.21  2.80
O  -3.37  -2.45  -1.50
O  3.74  0.66  1.67
O  -4.26  0.12  -1.52
O  1.55  -1.01  1.58
O  -1.00  3.18  2.39
O  -1.41  0.52  5.27
O  3.50  -0.83  -2.60
O  -0.38  -3.25  -2.78
O  -1.02  0.95  -3.39
O  3.43  -2.52  -0.55

---

Here is a 13-piece molecular cluster, H26O13 overall at a distorted geometry from the Open Molecules 2025 dataset. Energies are from ωB97M-V/def2-TZVPD.

Calculated values
Spin multiplicity: 1

Cartesian coordinates (Å):
O  -10.56  -16.36  12.67
H  -10.08  -16.99  13.19
H  -10.21  -16.66  11.82
O  -10.00  -20.84  9.84
H  -10.20  -20.29  10.62
H  -10.79  -21.14  9.44
O  -7.66  -17.36  11.83
H  -7.98  -18.11  11.36
H  -7.88  -16.71  11.22
O  -7.58  -19.89  10.55
H  -7.06  -20.48  11.07
H  -8.36  -20.36  10.29
O  -8.75  -19.52  7.88
H  -9.30  -20.14  8.37
H  -8.69  -19.74  6.93
O  -12.16  -20.80  8.01
H  -13.00  -20.55  8.33
H  -11.73  -20.01  7.73
O  -8.35  -17.09  6.16
H  -7.72  -17.72  5.76
H  -8.16  -16.96  7.11
O  -8.46  -15.08  10.64
H  -8.62  -15.12  9.73
H  -7.71  -14.54  10.83
O  -12.88  -18.17  10.88
H  -12.19  -18.06  10.28
H  -13.61  -17.56  10.58
O  -10.32  -17.98  9.52
H  -9.95  -17.13  9.43
H  -9.68  -18.56  9.10
O  -7.33  -17.56  8.99
H  -7.49  -18.33  8.45
H  -6.37  -17.46  9.15
O  -10.06  -15.49  8.25
H  -9.81  -14.84  7.63
H  -11.02  -15.70  8.23
O  -11.26  -18.20  6.93
H  -10.31  -18.19  7.13
H  -11.63  -17.67  7.59

---

| no. | electronic energy (eV) |
| --- | --- |
| 1 | -27038.9814 |
| 2 | -27036.8112 |
| 3 | -27038.9968 |
| 4 | -27035.5103 |
| 5 | -27039.2684 |
| 6 | -27031.6044 |
| 7 | -27037.7130 |
| 8 | -27039.7936 |